{
  "formula": "C61H39BrF9O22P",
  "method": "ωB97M-V with the def2-TZVPD basis set",
  "fmax_ha_per_bohr": 0.057,
  "molar_mass_g_mol": 1405.8,
  "gap_ev": 7.58,
  "e_homo_ev": -9.55,
  "lumo_energy_ha": -0.07258,
  "smiles": "O=C1OC[C@@](P(O)Br)(C(F)(F)C(F)(F)C(F)(F)C(F)(F)F)O1.O=C1C=CC(=O)C=C1.O=C1C=CC(=O)C=C1.O=C1C=CC(=O)C=C1.O=C1C=CC(=O)C=C1.O=C1C=CC(=O)C=C1.O=C1C=CC(=O)C=C1.O=C1C=CC(=O)C=C1.O=C1C=CC(=O)C=C1.O=C1C=CC(=O)C=C1",
  "elements": ["O", "C", "O", "C", "C", "P", "O", "Br", "C", "F", "F", "C", "F", "F", "C", "F", "F", "C", "F", "F", "F", "O", "H", "H", "H", "C", "C", "C", "O", "C", "C", "C", "O", "H", "H", "H", "H", "C", "C", "C", "O", "C", "C", "C", "O", "H", "H", "H", "H", "C", "C", "C", "O", "C", "C", "C", "O", "H", "H", "H", "H", "C", "C", "C", "O", "C", "C", "C", "O", "H", "H", "H", "H", "C", "C", "C", "O", "C", "C", "C", "O", "H", "H", "H", "H", "C", "C", "C", "O", "C", "C", "C", "O", "H", "H", "H", "H", "C", "C", "C", "O", "C", "C", "C", "O", "H", "H", "H", "H", "C", "C", "C", "O", "C", "C", "C", "O", "H", "H", "H", "H", "C", "C", "C", "O", "C", "C", "C", "O", "H", "H", "H", "H"],
  "positions_angstrom": [[2.475615, -2.152960, 6.596720], [1.666663, -2.130581, 5.748660], [0.583319, -1.300826, 5.644776], [-0.426415, -2.175100, 5.135437], [0.371901, -3.042549, 4.089526], [-0.484678, -4.761761, 4.211857], [-2.049801, -4.312701, 4.406684], [0.131548, -5.306237, 6.294374], [0.184259, -2.402442, 2.701606], [0.091203, -1.059612, 2.851785], [-0.989302, -2.802538, 2.202428], [1.322070, -2.585484, 1.668452], [0.936438, -1.869860, 0.591400], [2.438499, -2.031760, 2.123345], [1.569399, -4.035665, 1.160708], [0.465475, -4.776121, 1.205137], [1.937334, -3.945831, -0.127169], [2.709689, -4.813831, 1.865441], [3.876716, -4.224664, 1.704819], [2.780111, -6.011008, 1.269537], [2.449891, -5.013035, 3.139200], [1.655971, -2.944543, 4.631259], [-1.328428, -1.673474, 4.804910], [-0.717651, -2.771040, 6.006161], [-2.559131, -4.608701, 3.643630], [-0.677375, 0.468171, -1.603616], [-0.345464, -0.756476, -2.002045], [-0.728538, -1.262017, -3.334487], [-0.434700, -2.392880, -3.675584], [-1.494590, -0.359334, -4.224778], [-1.821945, 0.869916, -3.833766], [-1.440438, 1.378119, -2.491662], [-1.748669, 2.496725, -2.133329], [-0.411393, 0.854246, -0.627767], [0.210404, -1.440570, -1.380153], [-1.771398, -0.755760, -5.193368], [-2.382445, 1.548642, -4.463858], [-5.522168, -4.201465, -1.362706], [-5.199601, -4.552846, -0.120712], [-3.784976, -4.610963, 0.320709], [-3.486957, -4.923527, 1.456217], [-2.745895, -4.252528, -0.675694], [-3.070633, -3.895088, -1.916671], [-4.484537, -3.844455, -2.358829], [-4.779839, -3.508589, -3.486425], [-6.549319, -4.148851, -1.699123], [-5.947452, -4.803902, 0.620377], [-1.718479, -4.290057, -0.333801], [-2.323825, -3.622404, -2.652054], [1.648775, 7.234963, -0.376790], [2.105789, 6.140306, -0.979134], [1.177726, 5.130020, -1.545672], [1.593738, 4.131703, -2.092394], [-0.278170, 5.387227, -1.416817], [-0.732936, 6.483177, -0.813461], [0.193929, 7.491175, -0.247791], [-0.220718, 8.491578, 0.301401], [2.307613, 7.984043, 0.043997], [3.163304, 5.934310, -1.084067], [-0.936514, 4.637174, -1.836245], [-1.789942, 6.691413, -0.706784], [5.057131, -1.910366, -3.874874], [5.520981, -3.010012, -4.462300], [4.595829, -4.035729, -5.007956], [5.015895, -5.040460, -5.541456], [3.138645, -3.786400, -4.875549], [2.678742, -2.684294, -4.288573], [3.602735, -1.662700, -3.743617], [3.177294, -0.658648, -3.206553], [5.713440, -1.151233, -3.470019], [6.576667, -3.206868, -4.569540], [2.480984, -4.545594, -5.279946], [1.621990, -2.475718, -4.174726], [-1.405673, 11.115776, 1.997709], [-0.225969, 10.829147, 2.542120], [0.401261, 11.731184, 3.537638], [1.477841, 11.472714, 4.033307], [-0.336277, 12.965323, 3.905888], [-1.515924, 13.252088, 3.361770], [-2.143455, 12.348623, 2.365053], [-3.219837, 12.610772, 1.871833], [-1.876675, 10.469299, 1.268537], [0.324591, 9.934549, 2.284419], [0.139013, 13.609596, 4.634683], [-2.070244, 14.146716, 3.615549], [-7.806697, -1.061262, -1.217413], [-8.288997, -0.102295, -2.001989], [-9.745118, 0.015629, -2.255621], [-10.190849, 0.889230, -2.969738], [-10.639438, -0.979499, -1.608597], [-10.151739, -1.942309, -0.829485], [-8.695355, -2.052778, -0.570813], [-8.235774, -2.925246, 0.138159], [-6.747260, -1.165954, -1.018910], [-7.649703, 0.624314, -2.482767], [-11.698327, -0.876487, -1.809320], [-10.784116, -2.678829, -0.350197], [-6.804087, 5.310628, -3.616304], [-7.111489, 4.102707, -3.150321], [-6.172628, 3.356812, -2.279123], [-6.452054, 2.252115, -1.857602], [-4.880766, 4.001715, -1.943939], [-4.573784, 5.208799, -2.410768], [-5.511292, 5.959226, -3.282872], [-5.231005, 7.058703, -3.706609], [-7.473038, 5.873805, -4.254185], [-8.049081, 3.610889, -3.380822], [-4.210242, 3.436997, -1.308330], [-3.636051, 5.697990, -2.181420], [4.457245, -8.484389, 5.417920], [5.591628, -8.755479, 6.058280], [6.109395, -7.857481, 7.120347], [7.143678, -8.103599, 7.702140], [5.313972, -6.646869, 7.441594], [4.179474, -6.375548, 6.801302], [3.662294, -7.274293, 5.740354], [2.628142, -7.025656, 5.158733], [4.062063, -9.124999, 4.639730], [6.186576, -9.632905, 5.839264], [5.709366, -6.005250, 8.218596], [3.585625, -5.496034, 7.018487], [11.084505, -1.217223, -2.583362], [10.256831, -1.804465, -3.443852], [9.001374, -1.144126, -3.873941], [8.244104, -1.680764, -4.657157], [8.702103, 0.195241, -3.312531], [9.529131, 0.783055, -2.451973], [10.786472, 0.123041, -2.020092], [11.540824, 0.658494, -1.238368], [12.005656, -1.681390, -2.255270], [10.455621, -2.780950, -3.866786], [7.781179, 0.660442, -3.641705], [9.329588, 1.759613, -2.029914]],
  "atomic_forces_ev_per_a": [[0.56, 0.06, 0.13], [-0.95, 0.70, -0.99], [0.28, -0.36, 0.35], [-0.17, -0.12, 0.37], [-2.16, 0.81, 1.79], [0.32, -1.21, -0.65], [0.76, 0.48, 0.44], [-0.29, 0.41, -0.28], [0.96, 0.20, 0.95], [0.13, 0.35, -0.08], [-0.41, -0.33, -0.47], [-0.88, -0.19, -0.31], [-0.16, 0.12, -0.22], [0.46, -0.02, 0.30], [0.98, 0.19, -0.21], [-0.58, -0.12, 0.23], [0.18, 0.07, -0.32], [-0.28, -0.79, -0.63], [0.33, 0.39, 0.15], [-0.03, -0.10, -0.03], [0.00, 0.20, 0.50], [0.76, -0.66, 0.00], [0.36, 0.38, -0.35], [-0.13, -0.27, -0.40], [-0.20, -0.17, -0.30], [-0.02, -0.02, 0.00], [0.00, 0.10, 0.10], [-0.04, -0.08, -0.02], [-0.19, 0.10, -0.03], [-0.03, 0.07, -0.06], [0.00, -0.06, -0.03], [0.06, -0.01, 0.02], [-0.09, -0.01, -0.01], [0.01, 0.03, -0.02], [0.04, -0.01, -0.05], [0.02, -0.02, 0.01], [0.00, 0.03, 0.02], [-0.04, -0.03, 0.04], [-0.05, -0.06, 0.05], [-0.01, 0.10, -0.13], [0.06, 0.02, 0.21], [0.05, 0.04, -0.04], [0.17, -0.01, 0.07], [-0.05, 0.04, -0.05], [0.02, 0.01, 0.05], [0.00, 0.00, 0.01], [-0.01, 0.03, 0.01], [-0.01, -0.02, 0.02], [-0.01, -0.04, -0.03], [0.07, -0.04, -0.02], [0.01, 0.08, 0.05], [0.03, -0.06, -0.03], [-0.01, 0.01, 0.01], [-0.13, 0.08, 0.01], [0.03, -0.08, -0.05], [-0.03, 0.05, 0.03], [0.00, -0.03, 0.01], [-0.03, 0.02, 0.01], [-0.01, -0.03, -0.02], [0.04, -0.05, 0.01], [0.00, 0.05, 0.03], [0.04, -0.03, -0.01], [-0.12, -0.04, 0.04], [0.00, -0.04, -0.01], [-0.01, 0.01, 0.01], [-0.05, 0.05, 0.02], [-0.03, -0.02, -0.05], [0.01, 0.05, 0.05], [-0.02, -0.03, 0.00], [0.00, 0.02, -0.01], [0.03, -0.02, -0.05], [0.03, -0.02, -0.01], [0.13, -0.11, -0.03], [0.03, -0.04, 0.00], [-0.03, -0.01, 0.00], [0.05, -0.03, 0.01], [-0.01, 0.01, 0.00], [-0.07, 0.07, 0.00], [0.08, 0.02, 0.06], [-0.05, -0.01, -0.04], [0.01, 0.01, 0.02], [0.01, 0.00, -0.01], [0.00, 0.01, -0.03], [0.03, -0.02, 0.00], [-0.03, -0.01, -0.03], [-0.01, 0.04, -0.04], [0.01, -0.13, -0.12], [0.00, 0.02, -0.04], [-0.01, -0.01, 0.03], [0.00, -0.07, 0.05], [-0.07, 0.04, -0.01], [0.16, 0.05, 0.00], [-0.11, -0.12, 0.03], [0.00, -0.01, 0.02], [-0.12, -0.03, 0.05], [0.01, 0.03, -0.02], [0.03, -0.01, 0.01], [-0.06, -0.08, 0.01], [-0.05, 0.05, -0.06], [0.00, 0.02, 0.00], [0.18, 0.15, 0.02], [0.07, 0.02, 0.06], [-0.02, -0.09, 0.04], [0.03, 0.07, -0.02], [0.00, 0.00, 0.00], [0.02, 0.03, 0.00], [0.01, -0.03, 0.03], [0.00, -0.02, -0.03], [0.00, 0.03, -0.04], [0.07, -0.07, 0.02], [-0.08, -0.02, -0.07], [0.06, 0.01, 0.05], [0.00, -0.01, -0.01], [-0.07, 0.04, -0.02], [0.05, 0.04, 0.07], [-0.05, 0.05, -0.01], [0.09, -0.11, -0.08], [-0.03, 0.02, 0.00], [0.03, 0.01, 0.03], [0.03, -0.02, 0.00], [-0.02, 0.01, -0.04], [-0.03, -0.08, -0.06], [0.08, 0.00, 0.05], [-0.01, -0.03, -0.05], [0.10, 0.09, 0.06], [0.01, 0.06, 0.04], [-0.09, 0.00, -0.05], [0.06, 0.03, 0.05], [-0.01, 0.00, -0.01], [0.01, 0.03, 0.02], [-0.03, 0.00, -0.02], [0.00, -0.02, -0.03], [0.03, 0.00, 0.02]],
  "lowdin_charge": [0.21, -0.54, 0.07, -0.13, -0.47, 0.68, -0.33, 0.45, -0.42, 0.15, 0.13, -0.35, 0.13, 0.20, -0.36, 0.15, 0.16, -0.57, 0.21, 0.18, 0.18, 0.02, 0.14, 0.08, 0.03, 0.05, 0.03, -0.37, 0.07, 0.04, 0.03, -0.36, 0.08, 0.13, 0.10, 0.13, 0.12, 0.02, 0.03, -0.37, 0.09, 0.03, 0.03, -0.38, 0.11, 0.12, 0.12, 0.11, 0.10, 0.02, 0.02, -0.38, 0.11, 0.03, 0.02, -0.37, 0.09, 0.12, 0.12, 0.09, 0.11, 0.02, 0.02, -0.38, 0.11, 0.03, 0.03, -0.38, 0.10, 0.11, 0.10, 0.12, 0.08, 0.02, 0.02, -0.39, 0.10, 0.02, 0.02, -0.39, 0.10, 0.11, 0.10, 0.12, 0.12, 0.02, 0.02, -0.38, 0.10, 0.02, 0.02, -0.39, 0.09, 0.12, 0.09, 0.12, 0.12, 0.03, 0.03, -0.36, 0.09, 0.03, 0.03, -0.38, 0.11, 0.12, 0.12, 0.11, 0.11, 0.02, 0.02, -0.39, 0.11, 0.02, 0.03, -0.38, 0.04, 0.12, 0.12, 0.12, 0.12, 0.02, 0.02, -0.37, 0.09, 0.02, 0.03, -0.39, 0.11, 0.12, 0.12, 0.12, 0.12]
}